(1)
{"formula": "C45H42ClFO26", "method": "ωB97M-V/def2-TZVPD", "lumo_ev": -1.59, "smiles": "COC[C@@H](OCC[C@@H](C)Cl)[C@H](C)F.O=C1C=C(O)C(=O)C=C1O.O=C1C=C(O)C(=O)C=C1O.O=C1C=C(O)C(=O)C=C1O.O=C1C=C(O)C(=O)C=C1O.O=C1C=C(O)C(=O)C=C1O.O=C1C=C(O)C(=O)C=C1O", "gap_ev": 7.89, "total_energy_ev": -115816.616, "homo_ev": -9.483, "species": ["C", "O", "C", "C", "O", "C", "C", "C", "C", "Cl", "C", "C", "F", "H", "H", "H", "H", "H", "H", "H", "H", "H", "H", "H", "H", "H", "H", "H", "H", "H", "H", "O", "C", "C", "C", "O", "C", "O", "C", "C", "O", "H", "H", "H", "H", "O", "C", "C", "C", "O", "C", "O", "C", "C", "O", "H", "H", "H", "H", "O", "C", "C", "C", "O", "C", "O", "C", "C", "O", "H", "H", "H", "H", "O", "C", "C", "C", "O", "C", "O", "C", "C", "O", "H", "H", "H", "H", "O", "C", "C", "C", "O", "C", "O", "C", "C", "O", "H", "H", "H", "H", "O", "C", "C", "C", "O", "C", "O", "C", "C", "O", "H", "H", "H", "H"], "positions_angstrom": [[-0.7169, -5.0311, 3.2660], [0.4754, -4.8788, 2.5251], [0.2395, -4.4049, 1.2052], [0.2764, -2.8555, 1.0623], [-0.9141, -2.3248, 1.6263], [-1.9774, -2.2554, 0.6798], [-3.3430, -2.7186, 1.2597], [-3.9646, -1.7513, 2.3124], [-3.4753, -2.0764, 3.7789], [-3.8033, 0.0029, 1.9013], [1.5706, -2.2152, 1.6327], [1.6604, -2.2473, 3.1899], [1.5253, -0.8407, 1.2207], [-1.4670, -5.6827, 2.7702], [-0.4327, -5.5564, 4.2031], [-1.1524, -4.0641, 3.5937], [0.9693, -4.9092, 0.5391], [-0.7739, -4.7591, 0.9051], [0.2899, -2.6511, -0.0353], [-2.0146, -1.2076, 0.3126], [-1.8069, -2.8695, -0.2318], [-3.1627, -3.7098, 1.7264], [-4.0595, -2.9161, 0.4358], [-5.0509, -1.9675, 2.3244], [-3.0490, -3.0904, 3.8421], [-2.7665, -1.2799, 4.0582], [-4.3663, -2.0771, 4.4234], [2.4425, -2.6508, 1.1153], [0.7025, -2.4473, 3.6948], [2.1669, -1.3682, 3.6150], [2.3228, -3.1040, 3.4491], [1.6206, 3.2557, -2.9996], [0.9284, 2.2616, -2.9076], [-0.1730, 1.9755, -3.8301], [-0.9143, 0.8756, -3.6742], [-1.9327, 0.5835, -4.5033], [-0.6527, -0.0894, -2.5676], [-1.3592, -1.0700, -2.4425], [0.4562, 0.1825, -1.6628], [1.2015, 1.2796, -1.8163], [2.2314, 1.5562, -0.9988], [-0.3513, 2.6852, -4.6267], [-2.3045, -0.2539, -4.1759], [0.6393, -0.5346, -0.8746], [2.5992, 2.3972, -1.3214], [-4.5402, -0.1501, 5.5673], [-4.4755, 0.3119, 6.6899], [-5.0995, -0.3269, 7.8484], [-5.0095, 0.2340, 9.0565], [-5.5696, -0.3289, 10.1402], [-4.2816, 1.5192, 9.2707], [-4.2430, 1.9994, 10.3866], [-3.6379, 2.1453, 8.1164], [-3.7250, 1.5827, 6.9086], [-3.1433, 2.1321, 5.8290], [-5.6259, -1.2562, 7.6810], [-5.3625, 0.2703, 10.8783], [-3.0991, 3.0669, 8.2866], [-3.3556, 1.5384, 5.0863], [5.6097, 0.5871, 0.7145], [5.9598, 0.2185, 1.8177], [7.3648, 0.1591, 2.2224], [7.6973, -0.2695, 3.4415], [8.9797, -0.3333, 3.8424], [6.6661, -0.7031, 4.4284], [7.0220, -1.1028, 5.5201], [5.2608, -0.6221, 4.0338], [4.9252, -0.1900, 2.8144], [3.6433, -0.1031, 2.4237], [8.1045, 0.4734, 1.4990], [8.9500, -0.6734, 4.7538], [4.5222, -0.9226, 4.7638], [3.6771, 0.2310, 1.5085], [-7.5861, 4.5711, -1.6716], [-6.8806, 3.8246, -2.3208], [-5.4814, 4.1257, -2.6276], [-4.7564, 3.2774, -3.3589], [-3.4648, 3.5179, -3.6572], [-5.3331, 2.0105, -3.8895], [-4.6357, 1.2818, -4.5671], [-6.7228, 1.6967, -3.5640], [-7.4490, 2.5416, -2.8291], [-8.7292, 2.2821, -2.5110], [-5.0739, 5.0487, -2.2394], [-3.1735, 2.7522, -4.1872], [-7.1240, 0.7667, -3.9409], [-9.0232, 3.0435, -1.9820], [-6.1892, 2.2862, -6.7050], [-5.8521, 2.2928, -7.8727], [-6.7694, 1.9627, -8.9632], [-6.3431, 1.9710, -10.2282], [-7.1620, 1.6752, -11.2515], [-4.9321, 2.3093, -10.5770], [-4.5874, 2.2855, -11.7422], [-4.0207, 2.6612, -9.4888], [-4.4474, 2.6558, -8.2238], [-3.6350, 2.9739, -7.2030], [-7.7885, 1.7178, -8.6987], [-6.6135, 1.7515, -12.0514], [-3.0054, 2.9203, -9.7546], [-4.1813, 2.8850, -6.4026], [11.7685, -1.4398, -3.2774], [11.7773, -1.0585, -2.1235], [11.1183, -1.7911, -1.0425], [11.1444, -1.3191, 0.2062], [10.5497, -1.9714, 1.2195], [11.8352, -0.0400, 0.5450], [11.8165, 0.3586, 1.6926], [12.5142, 0.6806, -0.5320], [12.4906, 0.2066, -1.7797], [13.1063, 0.8441, -2.7898], [10.6194, -2.7149, -1.3002], [10.7094, -1.4255, 2.0115], [13.0257, 1.5968, -0.2719], [12.9377, 0.3008, -3.5789]], "atomic_forces_ev_per_a": [[0.1, -0.3, 1.5], [-0.4, 0.1, -0.4], [-0.1, -0.1, -0.2], [0.4, -0.9, -0.5], [0.3, -0.1, 0.0], [-0.8, 0.3, -0.8], [0.8, 0.5, -0.1], [-0.5, -1.8, 0.8], [-0.5, 0.5, -0.9], [0.0, -0.5, 0.1], [-1.3, 0.8, 0.8], [0.8, -1.0, -0.2], [-0.1, -0.8, 0.0], [0.3, 0.5, -0.1], [-0.1, 0.2, -0.5], [0.1, -0.4, -0.5], [-0.2, 0.4, 0.3], [0.5, 0.3, -0.1], [0.0, 0.0, 0.6], [-0.2, -0.6, 0.2], [0.3, 0.1, 0.6], [-0.2, 0.6, 0.0], [0.5, 0.4, 0.3], [0.5, 0.5, -0.2], [0.1, 0.6, -0.2], [-0.2, -0.7, 0.3], [0.6, 0.3, -0.1], [-0.3, 0.1, 0.4], [0.3, 0.4, -0.4], [-0.5, -0.2, -0.5], [-0.5, 0.4, -0.1], [0.2, -0.1, 0.2], [-0.4, 0.2, -0.6], [0.3, 0.2, 0.1], [-0.4, 0.3, -0.8], [0.6, -0.1, 0.6], [0.5, -0.1, 0.7], [-0.4, -0.1, -0.4], [-0.2, -0.3, -0.1], [0.5, -0.3, 0.7], [-0.5, 0.2, -0.6], [0.0, 0.0, 0.0], [-0.2, -0.1, 0.0], [0.0, 0.1, 0.0], [0.1, 0.1, 0.0], [0.0, 0.5, 0.1], [-0.4, -0.5, 0.3], [0.1, 0.0, -0.4], [-0.5, -0.7, 0.3], [0.4, 0.5, -0.3], [0.5, 0.6, -0.3], [-0.2, -0.3, 0.2], [-0.1, 0.0, 0.4], [0.6, 0.7, -0.3], [-0.4, -0.6, 0.3], [0.0, 0.0, 0.0], [0.0, 0.0, 0.2], [0.0, 0.0, 0.0], [0.0, 0.0, -0.2], [-0.3, 0.0, 0.0], [0.7, 0.1, -0.2], [-0.3, 0.1, -0.3], [0.8, 0.2, -0.3], [-0.6, -0.2, 0.1], [-0.8, -0.1, 0.2], [0.4, 0.0, 0.0], [0.3, -0.1, 0.3], [-0.9, -0.1, 0.3], [1.4, 0.3, -0.1], [0.0, 0.0, 0.0], [0.1, 0.0, 0.1], [0.0, 0.0, 0.0], [-0.3, 0.0, -0.1], [-0.3, -0.2, 0.0], [0.6, 0.4, 0.0], [-0.3, 0.1, 0.2], [0.7, 0.6, 0.1], [-0.6, -0.4, -0.1], [-0.8, -0.6, 0.0], [0.3, 0.2, 0.0], [0.4, -0.1, -0.1], [-0.6, -0.6, -0.1], [0.6, 0.4, 0.0], [0.0, 0.0, 0.0], [0.2, -0.1, 0.0], [0.0, 0.0, 0.0], [-0.1, 0.1, 0.1], [0.2, 0.2, 0.0], [-0.7, -0.2, -0.3], [0.1, 0.0, 0.4], [-0.9, -0.2, -0.2], [0.7, 0.2, 0.3], [0.7, 0.2, 0.2], [-0.3, -0.1, -0.2], [-0.1, -0.1, -0.4], [0.9, 0.3, 0.2], [-0.7, -0.1, -0.3], [0.0, 0.0, 0.0], [0.0, 0.0, -0.2], [0.0, 0.0, 0.0], [0.0, -0.1, 0.2], [0.2, 0.2, -0.2], [-0.4, -0.6, 0.3], [0.1, 0.1, -0.4], [-0.5, -0.8, 0.2], [0.4, 0.6, -0.2], [0.4, 0.6, -0.2], [-0.2, -0.3, 0.1], [-0.1, 0.0, 0.4], [0.5, 0.8, -0.2], [-0.4, -0.6, 0.3], [0.0, 0.0, 0.0], [-0.1, 0.0, 0.2], [0.0, 0.0, 0.0], [0.0, 0.0, -0.2]]}


(2)
{"formula": "C45H43BN4P2PdS2Si", "method": "ωB97M-V/def2-TZVPD", "lumo_ev": 0.13, "gap_ev": 6.43, "total_energy_ev": -105610.835, "homo_ev": -6.298, "species": ["Pd", "C", "Si", "C", "C", "C", "C", "C", "C", "P", "C", "C", "C", "C", "C", "C", "C", "C", "C", "C", "C", "C", "C", "C", "C", "C", "C", "C", "P", "C", "C", "C", "C", "C", "C", "C", "C", "C", "C", "C", "C", "H", "H", "H", "H", "H", "H", "H", "H", "H", "H", "H", "H", "H", "H", "H", "H", "H", "H", "H", "H", "H", "H", "H", "H", "H", "H", "H", "H", "H", "H", "H", "C", "N", "C", "C", "N", "B", "N", "C", "C", "N", "C", "C", "S", "C", "S", "H", "H", "H", "H", "H", "H", "H", "H", "H", "H", "H", "H"], "positions_angstrom": [[-0.4939, -0.0795, -0.6399], [-1.6579, 1.4846, 2.0926], [-2.1179, 1.2227, 0.2911], [-3.8255, 0.4273, 0.2313], [-5.0294, 0.9834, 0.6793], [-6.2135, 0.2753, 0.5690], [-6.2221, -1.0068, 0.0200], [-5.0393, -1.5861, -0.4008], [-3.8508, -0.8667, -0.2857], [-2.2208, -1.5235, -0.7569], [-2.0712, -3.0377, 0.2407], [-1.1755, -4.0440, -0.1161], [-0.9911, -5.1442, 0.7033], [-1.6797, -5.2404, 1.9047], [-2.5559, -4.2347, 2.2807], [-2.7518, -3.1372, 1.4521], [-2.4866, -2.0651, -2.4759], [-2.9129, -3.3478, -2.8094], [-3.1170, -3.6892, -4.1399], [-2.8991, -2.7539, -5.1415], [-2.4797, -1.4715, -4.8135], [-2.2718, -1.1289, -3.4863], [-2.1610, 2.8951, -0.5799], [-3.2551, 3.7473, -0.7513], [-3.0880, 5.0011, -1.3176], [-1.8251, 5.4358, -1.7111], [-0.7303, 4.6019, -1.5624], [-0.9113, 3.3291, -1.0249], [0.4167, 2.0880, -0.9403], [1.8413, 3.0902, -0.3982], [3.0516, 3.1670, -1.0778], [4.0450, 4.0300, -0.6307], [3.8467, 4.8047, 0.4992], [2.6481, 4.7154, 1.1990], [1.6532, 3.8628, 0.7522], [0.7727, 1.6812, -2.6851], [1.8674, 0.8450, -2.9316], [2.1905, 0.4950, -4.2340], [1.4017, 0.9295, -5.2899], [0.2889, 1.7237, -5.0439], [-0.0221, 2.1101, -3.7471], [-2.4423, 2.0658, 2.5890], [-0.7135, 2.0233, 2.1964], [-1.5528, 0.5316, 2.6160], [-5.0479, 1.9726, 1.1255], [-7.1415, 0.7162, 0.9120], [-7.1540, -1.5515, -0.0666], [-5.0370, -2.5902, -0.8099], [-0.6060, -3.9661, -1.0326], [-0.2865, -5.9128, 0.4139], [-1.5237, -6.0937, 2.5519], [-3.0895, -4.2970, 3.2207], [-3.4376, -2.3591, 1.7627], [-3.0812, -4.0861, -2.0350], [-3.4429, -4.6906, -4.3923], [-3.0527, -3.0249, -6.1784], [-2.3015, -0.7387, -5.5910], [-1.9174, -0.1355, -3.2344], [-4.2471, 3.4362, -0.4444], [-3.9434, 5.6528, -1.4472], [-1.7022, 6.4201, -2.1448], [0.2540, 4.9254, -1.8816], [3.2353, 2.5695, -1.9563], [4.9839, 4.0757, -1.1665], [4.6285, 5.4699, 0.8439], [2.4856, 5.3144, 2.0857], [0.7126, 3.8188, 1.2904], [2.4756, 0.4653, -2.1114], [3.0573, -0.1321, -4.4093], [1.6510, 0.6500, -6.3064], [-0.3344, 2.0601, -5.8640], [-0.8806, 2.7449, -3.5672], [0.7393, -2.2363, -3.0320], [2.0052, -2.5325, -2.4182], [3.1053, -3.0600, -3.0733], [4.0555, -3.2384, -2.1331], [3.5503, -2.8399, -0.9189], [4.3200, -3.0234, 0.4278], [4.3839, -1.6988, 1.2464], [4.2341, -1.7108, 2.6172], [4.2985, -0.4449, 3.0711], [4.4884, 0.3548, 1.9609], [4.5513, 1.7939, 1.9652], [4.5421, -0.4167, 0.8380], [4.8094, 0.2013, -0.7263], [2.3049, -2.3817, -1.0997], [1.2788, -1.7599, 0.1393], [0.8860, -1.9024, -4.0548], [0.2930, -1.4337, -2.4498], [0.0707, -3.0982, -3.0255], [3.0970, -3.2497, -4.1331], [5.0628, -3.6064, -2.2125], [5.4223, -3.4281, 0.1395], [3.7139, -3.8128, 1.1158], [4.0772, -2.6340, 3.1469], [4.2303, -0.0352, 4.0638], [4.6677, 2.1338, 2.9933], [3.6417, 2.2174, 1.5429], [5.3946, 2.1275, 1.3638]], "atomic_forces_ev_per_a": [[0.3, 0.1, 1.0], [0.0, 0.1, 0.0], [-0.3, 0.3, 0.0], [0.0, -0.1, 0.0], [0.0, 0.0, 0.0], [0.0, 0.0, 0.0], [0.0, 0.0, 0.0], [0.0, 0.0, 0.0], [0.1, 0.2, 0.0], [-0.3, -0.5, -0.1], [0.0, 0.1, 0.1], [0.0, 0.0, -0.1], [0.0, 0.0, 0.0], [0.0, 0.0, 0.0], [0.0, 0.0, 0.0], [0.0, 0.0, 0.1], [0.0, -0.1, 0.0], [-0.1, 0.0, 0.0], [0.0, 0.0, 0.0], [0.0, 0.0, 0.0], [0.0, 0.0, 0.0], [0.0, -0.1, -0.1], [0.0, 0.1, 0.0], [0.0, 0.0, 0.0], [0.0, 0.0, 0.0], [0.0, 0.0, 0.0], [0.0, 0.0, 0.0], [0.0, 0.0, 0.0], [0.2, -0.2, -0.6], [-0.1, 0.0, 0.2], [0.0, 0.1, 0.0], [0.0, 0.0, 0.0], [0.0, 0.0, 0.0], [0.0, 0.0, 0.0], [0.0, 0.0, 0.0], [0.1, 0.0, 0.0], [-0.1, 0.0, 0.0], [0.0, 0.0, 0.0], [0.0, 0.0, -0.1], [0.0, 0.0, 0.0], [0.0, 0.0, 0.0], [0.0, 0.0, 0.0], [0.0, 0.0, 0.0], [0.0, 0.0, 0.0], [0.0, 0.0, 0.0], [0.0, 0.0, 0.0], [0.0, 0.0, 0.0], [0.0, 0.0, 0.0], [0.0, 0.0, 0.0], [0.0, 0.0, 0.0], [0.0, 0.0, 0.0], [0.0, 0.0, 0.0], [0.0, 0.0, 0.0], [0.0, 0.0, 0.0], [0.0, 0.0, 0.0], [0.0, 0.0, 0.0], [0.0, 0.0, 0.0], [0.0, 0.0, 0.0], [0.0, 0.0, 0.0], [0.0, 0.0, 0.0], [0.0, 0.0, 0.0], [0.0, 0.0, 0.0], [0.0, 0.0, 0.0], [0.0, 0.0, 0.0], [0.0, 0.0, 0.0], [0.0, 0.0, 0.0], [0.0, 0.0, 0.0], [0.0, 0.0, 0.0], [0.0, 0.0, 0.0], [0.0, 0.0, 0.0], [0.0, 0.0, 0.0], [0.0, 0.0, 0.0], [0.0, 0.0, 0.1], [0.2, 0.1, 0.0], [0.0, 0.0, 0.0], [0.0, 0.0, 0.1], [0.0, 0.1, 0.0], [0.1, 0.0, 0.0], [-0.1, 0.2, -0.1], [-0.1, -0.1, -0.1], [0.0, 0.1, 0.0], [0.0, -0.1, 0.0], [0.0, 0.0, 0.0], [0.1, -0.2, 0.1], [0.0, -0.1, 0.0], [-0.1, 0.0, 0.0], [0.0, 0.1, -0.4], [0.0, 0.0, 0.0], [-0.2, 0.0, -0.2], [0.0, 0.0, 0.0], [0.0, 0.0, 0.1], [0.0, 0.0, 0.0], [0.0, 0.1, 0.0], [0.0, -0.1, 0.0], [0.0, 0.0, 0.0], [0.0, 0.0, 0.0], [0.0, 0.0, 0.0], [0.0, 0.0, 0.0], [0.0, 0.0, 0.0]]}